No. 1
A gas-phase ion, C5H13N2S (charge -1) in a non-equilibrium geometry. Source: the Open Molecules 2025 dataset; level of theory: ωB97M-V/def2-TZVPD.

Strongest force on any atom in eV Å⁻¹: 2.8
Calculated total energy in eV: -19210.4776
HOMO-LUMO gap in eV: 6.014
Charge: -1

CARTESIAN COORDINATES (ANGSTROEM)
N  -0.0703  1.3316  1.7744
C  -0.5065  1.1527  0.3466
C  -2.0979  1.5044  0.1748
S  -3.0705  0.5727  1.3264
C  -0.3317  -0.3707  -0.0066
N  0.7485  -0.6403  -0.9309
C  2.0386  -0.2637  -0.3343
C  0.7009  -2.0444  -1.3642
H  -0.2838  0.3510  2.1547
H  -0.6044  2.0917  2.2325
H  0.0424  1.8224  -0.3943
H  -2.2330  2.6269  0.5183
H  -2.2386  1.2183  -0.8843
H  -1.3242  -0.6412  -0.5108
H  -0.0547  -0.9382  0.9628
H  2.0035  0.4593  0.4954
H  2.7617  0.1961  -1.1335
H  2.5655  -1.1604  -0.0065
H  1.6772  -2.4679  -1.6649
H  -0.0023  -2.1569  -2.2365
H  0.2798  -2.6435  -0.5189

=====

No. 2
A gas-phase ion, C5H13N2S (charge -1) in a non-equilibrium geometry. Source: the Open Molecules 2025 dataset; level of theory: ωB97M-V/def2-TZVPD.

Strongest force on any atom in eV Å⁻¹: 1.5
Calculated total energy in eV: -19211.5196
HOMO-LUMO gap in eV: 5.601
Charge: -1

CARTESIAN COORDINATES (ANGSTROEM)
C  1.7339  1.4300  0.7666
C  2.7677  0.3632  0.4785
S  3.2868  -0.5796  1.9873
C  0.3570  0.8449  1.0220
N  -0.5017  0.6867  -0.1562
C  -1.5576  -0.2753  0.1452
C  -2.3005  -0.7482  -1.0962
N  -1.7767  -2.0167  -1.5625
H  2.0550  2.0052  1.6366
H  1.6441  2.1617  -0.0506
H  3.6197  0.7001  -0.1267
H  2.3830  -0.4107  -0.2103
H  0.4620  -0.1042  1.5486
H  -0.1814  1.4610  1.7566
H  0.0007  0.3848  -0.9786
H  -1.2276  -1.1053  0.7813
H  -2.2702  0.2175  0.8243
H  -2.3418  0.0682  -1.8347
H  -3.3741  -0.8394  -0.8734
H  -0.7650  -2.0612  -1.5187
H  -2.0134  -2.1825  -2.5393

=====

No. 3
2 unconnected molecules or ions with the total composition C5H13N2S in a non-equilibrium geometry. Source: the Open Molecules 2025 dataset; level of theory: ωB97M-V/def2-TZVPD.

Strongest force on any atom in eV Å⁻¹: 1.0
Calculated total energy in eV: -19203.5395
HOMO-LUMO gap in eV: 7.944
Charge: +1

CARTESIAN COORDINATES (ANGSTROEM)
C  2.1013  1.6993  -1.3372
C  2.7004  0.5427  -1.6048
C  0.1988  2.8911  -0.7609
N  0.7162  1.7659  -1.0472
H  2.6731  2.6169  -1.2980
H  2.1669  -0.3807  -1.7832
H  3.7784  0.4943  -1.6496
H  -0.8394  2.9969  -0.4697
H  0.7731  3.8088  -0.8368
H  0.1184  0.7312  -1.1393
C  -1.4113  -0.8215  -0.0549
C  -0.4647  -1.5362  0.8973
S  -1.3241  -1.7112  2.4929
N  -0.7081  -0.4024  -1.3180
H  -2.2411  -1.4729  -0.3317
H  -1.8212  0.0661  0.4270
H  -0.2201  -2.5314  0.5310
H  0.4545  -0.9519  0.9733
H  -0.2220  -1.8191  3.2400
H  -0.1970  -1.2366  -1.6176
H  -1.4249  -0.2222  -2.0118

=====

No. 4
A gas-phase ion, C5H13N3 (charge -1) in a non-equilibrium geometry. Source: the Open Molecules 2025 dataset; level of theory: ωB97M-V/def2-TZVPD.

Spin multiplicity: 2
Strongest force on any atom in eV Å⁻¹: 1.9
Calculated total energy in eV: -9864.3315
HOMO-LUMO gap (spin up / spin down) in eV: 2.700 / 9.147
Charge: -1

CARTESIAN COORDINATES (ANGSTROEM)
C  -1.0110  2.5155  1.0091
C  -0.7817  1.1594  0.3507
C  0.6952  0.9568  0.1027
C  0.9634  0.2182  -1.2711
N  -0.3679  -2.1648  -0.1966
C  0.9361  -2.0899  -0.5951
N  1.4913  -1.1019  -1.1781
N  -1.3145  0.0411  1.1598
H  -0.3404  2.7234  1.8510
H  -2.0464  2.6658  1.3544
H  -0.8390  3.3080  0.2788
H  -1.4000  1.2235  -0.5519
H  1.1749  0.3969  0.9103
H  1.1938  1.9292  0.0913
H  0.0087  0.3638  -1.8332
H  1.6910  0.7836  -1.8318
H  -0.8420  -1.3269  0.1548
H  -0.5305  -3.0476  0.2660
H  1.5159  -3.0122  -0.5623
H  -2.2804  0.2489  1.4228
H  -0.8354  -0.0538  2.0556

=====

No. 5
2 unconnected molecules or ions with the total composition C5H13N3. Source: the Open Molecules 2025 dataset; level of theory: ωB97M-V/def2-TZVPD.

Strongest force on any atom in eV Å⁻¹: 0.9
Calculated total energy in eV: -9865.2032
HOMO-LUMO gap in eV: 8.927
Charge: 0

CARTESIAN COORDINATES (ANGSTROEM)
C  -0.1865  -2.8166  -1.6351
C  -0.2208  -1.3165  -1.7487
C  0.8986  -0.5900  -1.7980
N  0.9505  0.7937  -1.9825
H  0.8521  -3.1358  -1.7317
H  -0.5428  -3.1377  -0.6557
H  -0.7807  -3.3293  -2.3901
H  -1.1666  -0.7850  -1.7200
H  1.8705  -1.0739  -1.7960
H  1.5158  1.3145  -1.3347
H  0.0539  1.2152  -2.1312
C  0.4970  0.4575  2.7444
N  0.1309  1.5873  1.9236
C  -1.0736  1.7266  1.3226
N  -1.3259  2.7406  0.5799
H  1.5615  0.5104  2.9449
H  -0.0367  0.4162  3.6974
H  0.2820  -0.4811  2.2270
H  0.7690  2.3421  1.7575
H  -1.7490  0.8775  1.4300
H  -2.2992  2.6844  0.2965

=====

No. 6
2 unconnected molecules or ions with the total composition C5H13N3 in a non-equilibrium geometry. Source: the Open Molecules 2025 dataset; level of theory: ωB97M-V/def2-TZVPD.

Strongest force on any atom in eV Å⁻¹: 2.9
Calculated total energy in eV: -9861.9383
HOMO-LUMO gap in eV: 8.438
Charge: 0

CARTESIAN COORDINATES (ANGSTROEM)
C  -0.3619  -1.2632  -0.1961
C  -0.3483  -0.1049  1.1373
C  1.3153  0.5345  -1.6383
C  -1.0212  -1.4376  1.1386
C  -1.1439  1.1462  0.9213
N  1.9339  1.6279  0.2961
N  2.0901  0.6783  -0.5838
N  -1.2150  -1.1688  -1.3179
H  2.5616  1.4661  1.0811
H  2.7578  -0.0828  -0.4249
H  0.5053  -1.8885  -0.3746
H  0.4816  -0.0062  1.8230
H  -0.8384  -0.5921  -2.0651
H  -2.1400  -0.8248  -1.0845
H  1.5841  -0.1993  -2.3773
H  0.6033  1.3127  -1.8572
H  -2.1128  -1.4476  1.1391
H  -0.5895  -2.1940  1.7855
H  -1.8097  1.3474  1.7738
H  -0.4812  2.0039  0.7971
H  -1.7711  1.0929  0.0268

=====

No. 7
C5H13N3 in the gas phase in a non-equilibrium geometry. Source: the Open Molecules 2025 dataset; level of theory: ωB97M-V/def2-TZVPD.

Strongest force on any atom in eV Å⁻¹: 4.0
Calculated total energy in eV: -9864.3716
HOMO-LUMO gap in eV: 8.221
Charge: 0

CARTESIAN COORDINATES (ANGSTROEM)
C  -0.6379  0.8558  -0.2112
C  -1.4385  -1.7231  -0.5250
C  -1.0008  1.9010  0.8218
N  -1.4285  -0.6119  0.4018
C  0.7501  0.4450  -0.2256
N  1.5660  0.7143  -1.3597
N  2.4187  -1.0516  0.6683
C  1.2372  -0.3495  0.7732
H  -2.3800  -0.4696  0.7428
H  -1.0014  1.1213  -1.2152
H  1.3263  1.5318  -1.9054
H  1.6475  -0.0561  -2.0110
H  2.7622  -1.4814  1.5118
H  3.0361  -0.7436  -0.0713
H  0.6922  -0.4671  1.6933
H  -1.6762  -2.6601  -0.0063
H  -2.1550  -1.6004  -1.3545
H  -0.4439  -1.8353  -0.9634
H  -2.0636  2.1353  0.7753
H  -0.7763  1.5281  1.8180
H  -0.4342  2.8169  0.6424

=====

No. 8
C5H13N3O in the gas phase in a non-equilibrium geometry. Source: the Open Molecules 2025 dataset; level of theory: ωB97M-V/def2-TZVPD.

Strongest force on any atom in eV Å⁻¹: 6.7
Calculated total energy in eV: -11908.8541
HOMO-LUMO gap in eV: 8.813
Charge: 0

CARTESIAN COORDINATES (ANGSTROEM)
C  0.5958  -0.0935  0.4584
C  2.5870  1.5301  -0.3182
C  -1.0861  -1.8103  -1.1411
C  0.2258  -0.4113  1.8907
N  -1.2332  -0.5876  -0.3580
C  -0.2311  0.6664  -0.4687
N  -2.5673  -0.2856  0.0200
O  1.8280  1.1170  0.7732
N  -0.3916  1.7088  -1.1303
H  1.2861  -0.7855  -0.0191
H  -2.7323  0.7201  0.0510
H  -2.7330  -0.6224  0.9688
H  -1.3288  1.7422  -1.5455
H  2.1940  2.4589  -0.7626
H  2.6339  0.7647  -1.1225
H  3.6211  1.7461  -0.0110
H  -1.2514  -2.6886  -0.5083
H  -0.0836  -1.8602  -1.5741
H  -1.8133  -1.8432  -1.9567
H  -0.5535  0.2560  2.2658
H  -0.0793  -1.4566  1.9791
H  1.1128  -0.2654  2.5091

=====

No. 9
C5H13N3O in the gas phase in a non-equilibrium geometry. Source: the Open Molecules 2025 dataset; level of theory: ωB97M-V/def2-TZVPD.

Strongest force on any atom in eV Å⁻¹: 3.2
Calculated total energy in eV: -11909.0090
HOMO-LUMO gap (spin up / spin down) in eV: 9.126 / 7.515
Charge: 0

CARTESIAN COORDINATES (ANGSTROEM)
C  1.3432  -0.5948  0.6478
C  1.6565  0.3676  1.7644
C  -0.4907  -0.8875  0.3882
N  -1.0616  -1.1007  1.5471
H  -0.5999  -1.8105  2.1148
H  -0.3223  -1.6287  -0.4039
H  1.9441  -0.4432  -0.2424
H  1.4877  -1.6339  0.9524
H  1.0279  0.1854  2.6374
H  1.5255  1.3999  1.4463
H  2.6978  0.2274  2.0764
C  0.5809  0.6164  -2.0429
C  -1.1409  0.4331  -0.3968
N  -2.0175  -0.0002  -1.4577
O  -1.7903  1.2604  0.5183
N  0.0889  0.9882  -0.7488
H  -1.8047  0.7720  1.3647
H  -2.7657  -0.5557  -1.0561
H  -2.4463  0.8117  -1.8925
H  -0.0033  1.1370  -2.8126
H  1.6272  0.9115  -2.1353
H  0.4634  -0.4557  -2.2688

=====

No. 10
C5H13N3O in the gas phase in a non-equilibrium geometry. Source: the Open Molecules 2025 dataset; level of theory: ωB97M-V/def2-TZVPD.

Strongest force on any atom in eV Å⁻¹: 2.2
Calculated total energy in eV: -11911.8495
HOMO-LUMO gap in eV: 9.971
Charge: 0

CARTESIAN COORDINATES (ANGSTROEM)
C  -0.4870  0.5980  -2.6875
C  -1.0953  0.1833  2.6024
N  -0.3361  0.7903  -1.2617
C  -0.2681  0.5867  1.4010
O  0.2343  1.6917  1.3216
H  -0.0889  1.7594  -1.0528
H  0.4129  0.8592  -3.2604
H  -0.7256  -0.4477  -2.8738
H  -1.3048  1.2257  -3.0386
H  -0.5533  -0.5373  3.2110
H  -1.2844  1.0687  3.2039
H  -2.0358  -0.2634  2.2895
C  -0.4214  -1.8277  0.6920
C  1.9676  0.3125  -0.6428
N  0.1091  -0.4884  0.5866
N  0.5913  -0.1653  -0.6899
H  -0.2068  -2.3496  -0.2386
H  0.0364  -2.3497  1.5340
H  2.5698  -0.4443  -0.1428
H  2.0760  1.2623  -0.1100
H  2.3129  0.4253  -1.6697
H  -1.5028  -1.8897  0.8264

=====

No. 11
2 unconnected molecules or ions with the total composition C5H13NO in a non-equilibrium geometry. Source: the Open Molecules 2025 dataset; level of theory: ωB97M-V/def2-TZVPD.

Spin multiplicity: 2
Strongest force on any atom in eV Å⁻¹: 3.7
Calculated total energy in eV: -8930.0188
HOMO-LUMO gap (spin up / spin down) in eV: 2.431 / 9.635
Charge: -1

CARTESIAN COORDINATES (ANGSTROEM)
C  -1.8977  -0.7666  1.7537
N  -1.1537  -1.6405  0.7253
C  0.2852  -1.3722  0.6940
C  0.8246  -0.2760  -0.2845
C  0.0790  -0.0039  -1.5135
C  -0.5412  -0.9133  -2.3077
H  -1.3467  0.1625  1.9429
H  -2.1748  -1.4932  2.4994
H  -2.6561  -0.3489  1.0888
H  -1.4518  -1.3238  -0.1939
H  0.8015  -2.2829  0.3496
H  0.6146  -1.1293  1.7050
H  1.8682  -0.6694  -0.5620
H  1.2772  0.5615  0.2540
H  0.0128  0.9650  -1.9721
H  -0.4743  -1.9520  -2.0149
H  -0.9443  -0.5455  -3.2433
H  2.0872  3.9361  -0.2951
H  2.5922  4.9947  0.7148
O  2.1979  4.0977  0.6594

=====

No. 12
2 unconnected molecules or ions with the total composition C5H13NO in a non-equilibrium geometry. Source: the Open Molecules 2025 dataset; level of theory: ωB97M-V/def2-TZVPD.

Strongest force on any atom in eV Å⁻¹: 1.6
Calculated total energy in eV: -8933.5436
HOMO-LUMO gap in eV: 10.448
Charge: 0

CARTESIAN COORDINATES (ANGSTROEM)
C  -1.0296  1.7677  -1.5944
C  -1.8726  2.4012  -0.4716
C  -0.4766  0.4325  -1.1163
O  0.7079  0.3152  -0.8645
N  -1.3774  -0.5804  -0.9542
H  -1.6269  1.5612  -2.4943
H  -0.2095  2.4200  -1.8576
H  -1.3372  2.3700  0.4822
H  -0.9883  -1.3310  -0.4094
H  -2.3685  -0.4383  -0.8518
H  -2.8352  1.8898  -0.4261
H  -1.9617  3.4836  -0.5938
C  2.5378  -1.4570  1.6856
C  1.3237  -2.1298  1.0564
H  3.3560  -1.3006  0.9941
H  2.3063  -0.5702  2.2922
H  2.9326  -2.0748  2.4924
H  0.6847  -2.6882  1.7293
H  0.6011  -1.3839  0.7315
H  1.6334  -2.6870  0.1704

=====

Question: The lowest strongest force on any atom belongs to which entry?
Answer: number 5